{"formula": "C4H8N2O2", "method": "the ωB97M-V functional and the def2-TZVPD basis", "symbols": ["C", "C", "C", "O", "C", "O", "N", "N", "H", "H", "H", "H", "H", "H", "H", "H"], "xyz": [[-1.015, -1.539, -0.788], [-1.032, -0.303, -0.327], [-2.178, 0.410, 0.305], [-0.076, 0.849, -0.955], [1.050, 0.730, -0.303], [1.838, 1.827, -0.217], [1.206, -0.342, 0.374], [2.376, -0.589, 1.086], [-0.091, -2.010, -1.073], [-1.873, -2.172, -0.617], [-1.960, 0.662, 1.342], [-3.079, -0.199, 0.233], [-2.399, 1.335, -0.228], [1.365, 2.568, -0.617], [3.033, 0.188, 1.063], [2.833, -1.417, 0.722]], "homo_lumo_gap_ev": 8.671, "e_tot_ev": -11349.788, "lumo_energy_ev": 0.6, "smiles": "C=C(C)O/C(O)=N/N", "relative_energy_kcal_mol": 99.7, "e_homo_ev": -8.064}

{"formula": "C5H12NO2", "method": "the ωB97M-V functional and the def2-TZVPD basis", "symbols": ["C", "N", "C", "C", "O", "C", "C", "O", "H", "H", "H", "H", "H", "H", "H", "H", "H", "H", "H", "H"], "xyz": [[-0.931, 1.162, 1.900], [0.168, 0.303, 1.656], [0.539, -0.128, 0.329], [1.078, 1.038, -0.516], [1.706, 0.645, -1.705], [-0.624, -0.849, -0.337], [-0.307, -1.760, -1.522], [0.022, -1.121, -2.688], [-1.735, 0.934, 1.231], [-1.305, 1.026, 2.888], [-0.708, 2.250, 1.808], [0.895, 0.305, 2.374], [1.396, -0.774, 0.444], [0.258, 1.753, -0.709], [1.812, 1.547, 0.110], [0.981, 0.006, -2.286], [-1.172, -1.394, 0.449], [-1.373, -0.067, -0.633], [0.466, -2.452, -1.170], [-1.169, -2.423, -1.624]], "homo_lumo_gap_ev": 7.016, "e_tot_ev": -10964.178, "total_charge": -1, "lumo_energy_ev": 3.8, "smiles": "CN[C@H](CO)CC[O-]", "relative_energy_kcal_mol": 64.9, "e_homo_ev": -3.261}

{"formula": "C24H38BiN4P2", "method": "the ωB97M-V functional and the def2-TZVPD basis", "symbols": ["C", "C", "C", "C", "C", "C", "C", "C", "C", "C", "C", "C", "C", "H", "H", "H", "H", "H", "H", "H", "N", "Bi", "C", "H", "H", "C", "H", "H", "P", "P", "C", "H", "H", "H", "C", "H", "H", "H", "C", "H", "H", "H", "C", "H", "H", "H", "H", "H", "C", "N", "C", "C", "N", "N", "C", "C", "H", "H", "H", "H", "H", "H", "H", "H", "H", "H", "H", "H", "H"], "xyz": [[-1.750, 2.935, -3.866], [-1.441, 1.632, -3.515], [-0.102, 1.156, -3.795], [0.978, 2.128, -3.959], [0.615, 3.510, -4.014], [-0.729, 3.874, -4.132], [2.311, 1.659, -3.822], [2.588, 0.289, -3.680], [1.447, -0.617, -3.543], [1.686, -1.941, -2.991], [2.966, -2.464, -3.042], [4.075, -1.611, -3.281], [3.892, -0.232, -3.440], [-2.812, 3.209, -3.964], [1.376, 4.288, -3.834], [-1.025, 4.902, -4.367], [3.115, 2.410, -3.628], [3.096, -3.549, -2.933], [5.055, -2.056, -3.295], [4.720, 0.446, -3.228], [0.156, -0.182, -3.648], [0.733, 1.007, 1.180], [-2.381, 0.732, -2.752], [-2.251, -0.306, -3.081], [-3.434, 1.012, -2.904], [0.521, -2.659, -2.325], [-0.383, -2.505, -2.912], [0.700, -3.733, -2.245], [-1.966, 0.777, -0.927], [0.209, -1.919, -0.636], [1.465, -2.892, 0.291], [1.296, -2.770, 1.370], [1.388, -3.958, 0.034], [2.473, -2.532, 0.047], [-1.259, -2.936, -0.198], [-0.974, -3.998, -0.144], [-1.636, -2.612, 0.782], [-2.051, -2.811, -0.946], [-2.579, 2.471, -0.564], [-3.567, 2.628, -1.019], [-2.657, 2.600, 0.524], [-1.882, 3.221, -0.956], [-3.427, -0.140, -0.294], [-3.431, -0.095, 0.804], [-4.350, 0.322, -0.670], [-3.389, -1.190, -0.600], [1.141, 1.665, -0.258], [1.956, 0.052, 0.307], [2.239, 0.055, 3.203], [1.153, 0.004, 4.192], [1.563, -0.443, 5.524], [-0.150, -0.051, 3.837], [-0.501, -0.148, 2.522], [-1.125, 0.027, 4.736], [-0.984, 0.834, 5.944], [-2.491, -0.196, 4.243], [3.212, 0.035, 3.706], [2.283, 1.060, 2.688], [2.238, -0.790, 2.500], [1.614, 0.405, 6.224], [0.857, -1.191, 5.905], [2.554, -0.902, 5.458], [-1.490, -0.202, 2.270], [-1.954, 1.286, 6.130], [-0.704, 0.166, 6.753], [-0.232, 1.617, 5.812], [-2.879, 0.615, 3.572], [-2.570, -1.165, 3.713], [-3.113, -0.235, 5.138]], "homo_lumo_gap_ev": 6.146, "e_tot_ev": -55871.096, "total_charge": 1, "lumo_energy_ev": -3.5, "e_homo_ev": -9.618}

{"formula": "C38H55Br2F17O14S2", "method": "the ωB97M-V functional and the def2-TZVPD basis", "symbols": ["C", "C", "C", "C", "C", "S", "O", "O", "O", "S", "O", "O", "C", "C", "Br", "C", "C", "Br", "C", "C", "C", "C", "O", "C", "C", "F", "F", "C", "F", "F", "C", "F", "F", "C", "F", "F", "C", "F", "F", "C", "F", "F", "C", "F", "F", "C", "F", "F", "F", "H", "H", "H", "H", "H", "H", "H", "H", "H", "H", "H", "H", "H", "H", "H", "H", "H", "H", "H", "H", "H", "H", "H", "O", "C", "O", "C", "C", "C", "H", "H", "H", "H", "H", "H", "H", "H", "O", "C", "O", "C", "C", "C", "H", "H", "H", "H", "H", "H", "H", "H", "O", "C", "O", "C", "C", "C", "H", "H", "H", "H", "H", "H", "H", "H", "O", "C", "O", "C", "C", "C", "H", "H", "H", "H", "H", "H", "H", "H"], "xyz": [[-1.173, -2.978, -0.333], [-1.750, -2.449, 0.792], [-2.065, -0.968, 0.975], [-3.569, -0.656, 0.706], [-4.384, -1.874, 0.247], [-6.095, -1.409, -0.042], [-6.877, -2.626, -0.029], [-6.251, -0.623, -1.232], [-3.638, 0.311, -0.358], [-3.217, 1.843, 0.124], [-4.476, 2.533, 0.175], [-2.892, 1.669, 1.755], [-1.663, 1.172, 2.284], [-0.436, 2.039, 1.925], [-0.732, 3.641, 3.101], [-0.124, 2.660, 0.561], [1.054, 3.659, 0.743], [0.475, 1.405, -0.810], [-1.583, -0.414, 2.371], [-2.687, -0.873, 3.370], [-2.396, -1.022, 4.870], [-2.207, -2.472, 5.330], [-1.937, -2.523, 6.715], [-0.723, -3.157, 7.085], [-0.158, -0.935, 2.692], [0.581, -0.822, 1.561], [-0.191, -2.276, 2.926], [0.687, -0.394, 3.924], [0.589, -1.309, 4.913], [0.259, 0.772, 4.458], [2.229, -0.261, 3.665], [2.536, 0.328, 2.495], [2.710, -1.519, 3.619], [3.037, 0.469, 4.805], [2.561, 0.208, 6.025], [4.266, -0.095, 4.761], [3.288, 1.996, 4.592], [4.286, 2.100, 3.702], [2.226, 2.614, 4.048], [3.748, 2.790, 5.877], [4.332, 2.000, 6.786], [4.697, 3.653, 5.455], [2.704, 3.708, 6.597], [2.382, 4.744, 5.842], [3.366, 4.195, 7.663], [1.418, 3.064, 7.180], [1.684, 1.965, 7.838], [0.904, 3.932, 8.037], [0.519, 2.859, 6.265], [-0.193, -3.453, -0.282], [-1.663, -2.965, -1.309], [-2.034, -3.113, 1.609], [-1.483, -0.488, 0.186], [-4.169, -0.232, 1.508], [-4.441, -2.606, 1.053], [-4.081, -2.288, -0.716], [-6.482, -0.724, 1.067], [-1.784, 1.383, 3.348], [0.497, 1.639, 2.305], [-0.929, 3.255, 0.138], [1.704, 3.361, 1.567], [0.699, 4.682, 0.843], [1.674, 3.639, -0.146], [-3.087, -1.830, 3.016], [-3.517, -0.176, 3.279], [-1.624, -0.378, 5.289], [-3.301, -0.709, 5.402], [-3.178, -2.965, 5.173], [-1.484, -3.024, 4.727], [-0.887, -3.653, 8.043], [0.075, -2.416, 7.199], [-0.415, -3.922, 6.368], [-4.250, -3.896, -4.452], [-5.331, -3.417, -4.676], [-5.679, -3.197, -5.960], [-6.996, -2.792, -6.347], [-7.185, -1.294, -6.238], [-6.259, -3.014, -3.563], [-7.749, -3.345, -5.784], [-7.091, -3.104, -7.386], [-7.078, -0.948, -5.209], [-8.176, -1.009, -6.594], [-6.435, -0.776, -6.835], [-5.993, -2.024, -3.195], [-6.146, -3.731, -2.753], [-7.310, -3.016, -3.839], [-0.276, -1.381, -6.139], [-0.525, -2.475, -6.567], [0.469, -3.173, -7.164], [0.327, -4.539, -7.555], [-0.325, -4.680, -8.915], [-1.917, -3.045, -6.520], [-0.199, -5.107, -6.786], [1.344, -4.928, -7.591], [-1.340, -4.284, -8.915], [-0.365, -5.729, -9.212], [0.243, -4.125, -9.662], [-2.491, -2.652, -7.359], [-2.386, -2.728, -5.595], [-1.958, -4.131, -6.538], [1.503, 4.058, -2.200], [2.138, 4.187, -3.216], [1.854, 3.421, -4.275], [2.459, 3.631, -5.559], [3.802, 2.941, -5.671], [3.301, 5.154, -3.283], [2.518, 4.696, -5.785], [1.763, 3.196, -6.270], [4.523, 3.338, -4.956], [4.210, 3.065, -6.674], [3.691, 1.877, -5.466], [4.178, 4.673, -2.853], [3.048, 6.026, -2.684], [3.539, 5.502, -4.284], [6.559, 1.663, -1.579], [6.817, 1.672, -0.407], [8.111, 1.603, -0.027], [8.535, 1.774, 1.328], [8.436, 0.489, 2.124], [5.735, 1.680, 0.649], [7.993, 2.594, 1.800], [9.576, 2.086, 1.258], [7.406, 0.140, 2.198], [8.822, 0.637, 3.133], [9.013, -0.298, 1.639], [5.376, 0.661, 0.793], [4.913, 2.292, 0.286], [6.046, 2.090, 1.606]], "homo_lumo_gap_ev": 8.286, "e_tot_ev": -276909.364, "lumo_energy_ev": -0.1, "e_homo_ev": -8.435}

{"formula": "C2H6OS2", "method": "the ωB97M-V functional and the def2-TZVPD basis", "symbols": ["C", "C", "O", "H", "H", "H", "H", "S", "S", "H", "H"], "xyz": [[-1.000, 0.087, 0.307], [-1.865, -0.477, -0.506], [-2.102, 0.045, -1.765], [-0.821, -0.272, 1.310], [-0.364, 0.894, -0.029], [-2.425, -1.373, -0.275], [-1.943, -0.637, -2.434], [3.089, 1.383, 1.138], [2.673, -0.363, 0.102], [1.854, 1.897, 1.034], [2.904, -1.185, 1.118]], "homo_lumo_gap_ev": 9.472, "e_tot_ev": -25888.003, "lumo_energy_ev": 0.3, "smiles": "C=CO.SS", "relative_energy_kcal_mol": 16.0, "e_homo_ev": -9.174}

{"formula": "C29H24ClFIrP", "method": "the ωB97M-V functional and the def2-TZVPD basis", "symbols": ["C", "C", "C", "H", "C", "C", "H", "H", "H", "H", "Ir", "Cl", "P", "C", "C", "H", "C", "H", "C", "H", "C", "H", "C", "H", "C", "C", "H", "C", "H", "C", "H", "C", "H", "C", "H", "C", "C", "H", "C", "H", "C", "H", "C", "H", "C", "H", "F", "C", "C", "C", "C", "C", "C", "H", "H", "H", "H"], "xyz": [[-0.599, -2.312, 3.794], [-0.584, -2.267, 2.358], [0.778, -2.386, 1.918], [-1.452, -2.141, 1.715], [1.607, -2.541, 3.086], [0.751, -2.541, 4.239], [1.075, -2.675, 5.266], [-1.478, -2.217, 4.424], [1.121, -2.322, 0.891], [2.690, -2.606, 3.097], [0.586, -0.601, 3.212], [2.465, 0.486, 2.523], [0.342, -0.025, -1.749], [1.535, -1.229, -2.190], [1.341, -2.060, -3.319], [0.436, -1.958, -3.920], [2.320, -2.994, -3.642], [2.180, -3.638, -4.510], [3.482, -3.108, -2.866], [4.256, -3.828, -3.141], [3.664, -2.293, -1.738], [4.569, -2.377, -1.136], [2.697, -1.365, -1.379], [2.800, -0.734, -0.491], [-1.353, -0.519, -1.732], [-1.695, -1.896, -1.630], [-0.916, -2.623, -1.391], [-3.008, -2.290, -1.866], [-3.258, -3.351, -1.855], [-3.995, -1.332, -2.139], [-5.008, -1.652, -2.390], [-3.688, 0.034, -2.087], [-4.474, 0.773, -2.252], [-2.383, 0.452, -1.849], [-2.139, 1.513, -1.771], [0.739, 1.666, -1.992], [1.245, 2.103, -3.239], [1.458, 1.369, -4.021], [1.447, 3.465, -3.441], [1.827, 3.818, -4.400], [1.156, 4.385, -2.422], [1.281, 5.454, -2.601], [0.712, 3.945, -1.166], [0.495, 4.663, -0.375], [0.539, 2.587, -0.927], [0.260, 2.200, 0.057], [-3.124, 4.011, 4.094], [-2.170, 3.076, 3.765], [-1.008, 3.031, 4.527], [-0.102, 2.000, 4.268], [-0.444, 1.027, 3.336], [-1.535, 1.179, 2.468], [-2.453, 2.203, 2.719], [-0.813, 3.765, 5.304], [0.846, 1.906, 4.784], [-1.658, 0.471, 1.651], [-3.364, 2.297, 2.130]], "homo_lumo_gap_ev": [4.008, 6.282], "e_tot_ev": -57824.176, "spin_multiplicity": 5, "lumo_energy_ev": [0.2, -2.2], "relative_energy_kcal_mol": 0.0, "e_homo_ev": [-3.805, -8.494]}